1.
Entry from the OMol25 dataset: a structure of composition C34H44AsF6GeO4STi (wB97M-V/def2-TZVPD).

Net charge: +1
Orbital gap in hartree: 0.2756
Maximum force in eV/A: 2.3
Molar mass in g/mol: 858.18
Energy in Eh: -7782.465536

Geometry as XYZ:
```
92
Properties=species:S:1:pos:R:3:forces:R:3
Ti -0.428340 -0.378581 1.371205 1.792 -0.476 -0.916
C -1.716309 3.632172 1.264566 -0.023 -0.317 -0.170
C -0.506707 2.740484 1.532968 0.077 0.888 -0.014
C 0.674614 3.194541 0.682046 -0.164 -0.345 -0.023
C -0.154879 2.795713 3.014146 -0.212 -0.334 -0.150
O -0.856958 1.381004 1.124137 -0.572 0.438 0.072
Ge -2.789110 0.907117 0.266999 -0.654 0.100 -0.066
O -1.301037 -0.804689 2.738039 -0.950 -0.365 1.677
C -1.834092 -0.888738 4.070586 -0.502 -0.062 1.001
C -3.012572 0.079664 4.167876 0.204 -0.065 -0.300
C -2.296008 -2.317448 4.346154 0.116 0.065 -0.303
C -0.747402 -0.514239 5.077856 0.062 -0.047 -0.374
O -2.353796 1.454603 -1.286680 0.443 0.381 -0.278
C -2.544358 1.703557 -2.690115 -0.250 -0.103 -0.311
C -1.641221 0.745165 -3.454962 -0.063 -0.027 0.137
C -2.163924 3.152929 -2.957570 -0.013 -0.070 0.170
C -4.011421 1.457302 -3.028799 0.101 -0.018 0.193
H -1.497350 4.646006 1.592446 -0.063 0.042 0.003
H -1.958484 3.648762 0.199032 0.049 0.108 0.011
H -2.589808 3.270152 1.815498 0.010 0.103 0.098
H 0.878272 4.251636 0.846330 -0.025 0.020 0.038
H 1.571080 2.625691 0.933882 0.035 0.014 -0.035
H 0.434284 3.042719 -0.371985 0.016 0.076 0.104
H 0.260213 3.772774 3.259397 -0.040 0.026 -0.061
H -1.045678 2.635876 3.623840 0.045 -0.012 0.051
H 0.584216 2.036959 3.253491 0.127 -0.059 0.073
H -3.821550 -0.233848 3.507606 -0.025 0.019 -0.006
H -3.385259 0.099080 5.190374 -0.012 0.009 0.013
H -2.698422 1.087783 3.888897 -0.032 0.007 0.060
H -3.124971 -2.595038 3.698131 0.028 -0.042 0.002
H -1.469589 -3.011958 4.193365 -0.034 -0.038 0.015
H -2.626381 -2.398241 5.380652 0.006 0.049 0.016
H -0.378882 0.493985 4.902732 0.031 0.076 0.012
H -1.154480 -0.571404 6.086064 -0.048 0.001 -0.014
H 0.089799 -1.207564 5.003209 0.027 0.016 0.041
H -0.593528 1.008697 -3.323751 0.056 -0.003 -0.017
H -1.791419 -0.272005 -3.088669 -0.009 0.021 -0.043
H -1.883477 0.770104 -4.517570 0.038 0.029 -0.015
H -1.169826 3.365534 -2.560352 0.013 -0.028 -0.043
H -2.157159 3.341479 -4.030719 -0.017 0.034 -0.004
H -2.879426 3.827821 -2.485226 0.008 0.031 -0.025
H -4.252934 0.396012 -2.945451 -0.002 -0.005 -0.031
H -4.643568 2.009124 -2.330639 -0.046 0.055 -0.085
H -4.231997 1.792661 -4.041319 -0.021 -0.036 -0.016
S 1.555735 -0.507120 2.594527 -0.062 0.065 -0.143
C 2.989810 0.144209 1.772940 -0.105 0.015 -0.114
C 4.099804 0.391760 2.577218 -0.113 -0.074 0.086
C 5.268349 0.880753 2.021852 0.045 0.003 0.003
C 5.334018 1.122512 0.658350 0.002 0.012 -0.011
C 4.227970 0.879219 -0.140467 -0.136 -0.050 -0.130
C 3.045108 0.381769 0.399635 -0.086 0.107 0.170
As 1.430550 -0.025149 -0.641406 2.116 -0.531 -0.755
C 2.122808 0.673259 -2.367196 -0.488 0.278 0.247
C 3.000861 -0.050424 -3.167844 0.041 -0.086 0.156
C 3.551857 0.524982 -4.303111 -0.015 0.066 -0.008
C 3.243046 1.833834 -4.645353 0.023 -0.021 -0.008
C 2.383929 2.567633 -3.842416 -0.015 0.064 -0.041
C 1.826029 1.988724 -2.712564 -0.099 -0.048 0.110
C 1.870494 -1.911745 -0.988267 -0.090 -0.186 -0.026
C 2.586033 -2.693330 -0.086512 0.014 0.100 0.001
C 2.907761 -4.008507 -0.390568 0.012 -0.028 -0.027
C 2.528401 -4.558453 -1.604892 -0.010 -0.050 0.010
C 1.815744 -3.790086 -2.512712 -0.091 0.021 -0.064
C 1.482656 -2.480053 -2.201011 -0.197 0.081 0.129
H 4.026801 0.192612 3.639118 0.069 0.019 -0.001
H 6.125822 1.069722 2.654101 -0.004 0.003 -0.002
H 6.243195 1.499585 0.209582 0.003 0.011 0.021
H 4.292874 1.072521 -1.201420 0.019 0.035 -0.042
H 3.282788 -1.056622 -2.893442 0.034 0.027 -0.070
H 4.233353 -0.052166 -4.914025 0.007 0.003 0.002
H 3.681003 2.283281 -5.526687 -0.012 -0.005 -0.005
H 2.148613 3.593744 -4.093771 -0.009 0.000 0.004
H 1.162145 2.575057 -2.088340 0.038 -0.026 -0.115
H 2.912844 -2.283470 0.857664 0.011 0.037 0.058
H 3.470923 -4.599180 0.320195 -0.012 0.008 0.009
H 2.787560 -5.580969 -1.846190 0.014 0.009 0.004
H 1.526148 -4.206545 -3.469623 -0.010 0.006 0.013
H 0.942787 -1.871517 -2.918685 -0.027 -0.092 -0.062
C -1.972940 -2.995341 -1.653065 0.139 0.236 -0.008
C -1.982616 -2.464202 -0.222639 -0.208 -0.268 0.012
O -1.369036 -1.208450 -0.110163 -0.772 0.002 0.200
C -3.481587 -2.385291 0.174392 -0.106 0.445 0.247
F -3.664907 -1.895602 1.415785 0.004 0.033 -0.241
F -4.112593 -1.531999 -0.671779 0.105 -0.021 0.124
F -4.111133 -3.549567 0.097978 0.102 -0.075 -0.060
C -1.262823 -3.478248 0.736581 0.300 -0.014 0.163
F -0.749557 -4.525360 0.101424 -0.018 0.129 -0.033
F -2.055124 -3.944604 1.702679 0.119 0.012 -0.038
F -0.215145 -2.847078 1.357856 -0.222 -0.320 -0.201
H -2.403522 -2.241337 -2.309616 -0.031 -0.048 0.039
H -2.551288 -3.914625 -1.726215 0.034 0.008 -0.018
H -0.955747 -3.191489 -1.959653 0.180 -0.047 -0.073
```
Positions in Å, forces in eV/Å.

---

2.
Entry from the OMol25 dataset: a structure of composition C2H2NO2S (wB97M-V/def2-TZVPD).

Energy relative to the best compared isomer or geometry (same formula, charge and spin) in kcal/mol: 145.12
Net charge: -1
Orbital gap (spin up / spin down) in hartree: 0.2665 / 0.2667
Maximum force in eV/A: 6.5
Molar mass in g/mol: 104.11
Energy in Eh: -680.675958

Geometry as XYZ:
```
8
Properties=species:S:1:pos:R:3:forces:R:3
C 0.304564 -0.694920 -0.773278 0.123 0.336 -0.406
C 1.142188 -0.183745 0.242823 1.521 -1.458 1.898
N 1.583638 -1.314914 0.874106 -2.276 4.685 -3.928
O -1.640555 1.178608 -0.649112 0.021 0.021 -0.023
O -1.514366 0.325647 1.673634 0.177 -0.689 -2.388
S -1.684764 -0.004423 0.216340 0.159 0.269 1.463
H 1.294235 0.976211 0.338583 0.506 -1.938 0.591
H 0.515063 -0.282465 -1.923097 -0.230 -1.226 2.793
```
Positions in Å, forces in eV/Å.

---

3.
Entry from the OMol25 dataset: a structure of composition C35H29N6O7RuSe (wB97M-V/def2-TZVPD).

Energy relative to the best compared isomer or geometry (same formula, charge and spin) in kcal/mol: 0.00
Net charge: 0
Orbital gap (spin up / spin down) in hartree: 0.2688 / 0.2651
Multiplicity: 2
Maximum force in eV/A: 1.2
Molar mass in g/mol: 825.68
Energy in Eh: -4702.680955

Geometry as XYZ:
```
79
Properties=species:S:1:pos:R:3:forces:R:3
Ru -0.403254 0.144326 0.340687 -0.590 1.012 0.175
C -3.723332 2.168761 -2.236142 0.023 0.024 -0.006
O -4.288426 1.373808 -1.164411 0.054 -0.001 0.038
C -3.226392 0.898341 -0.503076 -0.093 0.137 -0.049
N -2.079365 1.413517 -0.743309 0.211 -0.272 -0.222
C -2.316852 2.498273 -1.733355 -0.043 0.094 0.056
C -1.244162 2.610173 -2.787883 0.001 0.011 0.000
C 0.077694 2.741931 -2.376381 -0.020 0.062 -0.023
C 1.103578 2.845177 -3.300447 0.009 0.021 -0.018
C 0.810302 2.847449 -4.658484 -0.006 -0.003 0.013
C -0.506329 2.755207 -5.077540 -0.001 -0.002 -0.001
C -1.531148 2.636771 -4.146248 -0.009 -0.067 -0.024
C -3.417099 -0.208289 0.431586 -0.121 0.000 0.011
C -4.618228 -0.774677 0.808637 0.009 -0.002 -0.044
C -4.575533 -1.862095 1.678192 0.106 -0.016 0.049
C -3.356909 -2.362828 2.114159 -0.226 0.171 0.045
C -2.204338 -1.728531 1.675958 0.007 -0.151 0.230
N -2.251401 -0.672450 0.881176 0.030 0.142 -0.030
C -0.764041 -2.144676 1.873203 -0.230 -0.170 -0.065
N 0.035565 -0.942041 1.886856 0.310 -0.839 -0.836
C 1.165865 -1.197941 2.779698 0.026 0.281 0.197
C 0.876724 -2.630441 3.282344 -0.060 -0.070 -0.048
O -0.522044 -2.828640 3.044778 -0.046 0.338 0.172
C 2.532537 -1.082398 2.150766 -0.023 -0.104 0.039
C 2.828287 -1.781751 0.982406 0.039 0.045 -0.038
C 4.089976 -1.694802 0.420734 -0.019 0.014 -0.008
C 5.078822 -0.928870 1.030415 -0.009 -0.006 -0.010
C 4.800135 -0.256661 2.208145 -0.034 0.029 0.017
C 3.525224 -0.330659 2.762529 0.023 0.011 -0.007
H -4.359019 3.033604 -2.398307 -0.012 -0.003 0.013
H -3.705525 1.537799 -3.125970 -0.014 0.007 0.012
H -2.345981 3.438810 -1.169718 0.052 -0.025 0.024
H 0.299222 2.750656 -1.318287 -0.014 0.015 -0.006
H 2.129452 2.900047 -2.962199 -0.007 -0.001 -0.008
H 1.608329 2.922563 -5.385151 0.004 0.001 0.000
H -0.743327 2.768534 -6.133338 -0.002 0.001 -0.004
H -2.550787 2.563778 -4.502791 0.009 0.004 -0.004
H -5.548713 -0.382377 0.424440 -0.004 -0.003 -0.001
H -5.494996 -2.337226 1.991517 -0.005 0.002 0.001
H -3.273844 -3.244695 2.729803 -0.035 0.104 0.050
H 1.123442 -0.503939 3.630928 -0.003 0.046 -0.051
H 1.054159 -2.756252 4.346948 0.027 -0.003 0.002
H 1.439351 -3.373055 2.715010 0.027 -0.018 0.014
H 2.057449 -2.384581 0.513583 -0.023 0.004 -0.005
H 4.305566 -2.221420 -0.499796 0.003 -0.009 -0.002
H 6.062437 -0.860810 0.584814 0.008 -0.003 0.000
H 5.569929 0.328385 2.695866 -0.005 0.006 0.002
H 3.300363 0.198286 3.683267 0.005 0.007 -0.001
O 2.973424 0.682478 -1.898488 0.017 -0.024 -0.021
C 1.920449 0.323198 -1.378890 0.002 -0.103 0.065
N 1.378465 0.798943 -0.258895 0.027 -0.014 -0.058
C 2.022894 1.869872 0.450987 -0.020 -0.018 -0.003
C 1.142221 2.275175 1.603007 -0.046 0.100 -0.059
C 1.571820 3.169553 2.575815 -0.020 0.022 -0.023
C 0.708620 3.547351 3.585413 -0.022 -0.020 -0.015
C -0.577938 3.022586 3.607781 0.011 0.027 0.011
C -0.935610 2.123356 2.627093 0.021 -0.004 0.010
N -0.099829 1.758592 1.648917 0.131 -0.220 0.204
C 1.051682 -0.750618 -2.002293 -0.031 0.146 -0.030
C 1.470131 -1.458925 -3.105628 0.013 0.006 -0.026
C 0.634613 -2.438002 -3.627573 -0.015 0.011 0.028
C -0.593635 -2.666100 -3.033862 0.021 -0.006 -0.037
C -0.953579 -1.906051 -1.935507 0.044 -0.024 -0.026
N -0.152448 -0.967954 -1.435452 0.133 -0.318 0.366
H 2.183586 2.743382 -0.198400 0.026 0.011 0.035
H 3.013342 1.580921 0.815692 0.015 -0.036 0.029
H 2.582399 3.552348 2.528247 0.002 0.005 -0.004
H 1.032016 4.239708 4.351275 0.002 0.004 0.001
H -1.284704 3.289994 4.379803 -0.003 -0.002 0.001
H -1.910528 1.653426 2.612541 0.009 -0.014 0.012
H 2.444407 -1.232638 -3.515991 -0.004 -0.001 -0.002
H 0.948686 -3.030085 -4.476769 0.000 0.001 -0.005
H -1.252540 -3.451189 -3.372150 -0.007 0.000 0.012
H -1.883239 -2.083618 -1.413439 0.003 -0.009 -0.008
O 0.282176 -5.377411 1.540905 -0.114 0.012 -0.023
Se -0.891220 -4.678185 0.697523 0.280 -0.041 -0.211
O -0.848065 -4.891580 -0.896025 -0.083 -0.037 0.007
O -0.438191 -2.910527 0.720459 0.235 -0.012 0.210
O -2.362783 -4.672102 1.358255 0.044 -0.263 -0.089
```
Positions in Å, forces in eV/Å.